65
Properties=species:S:1:pos:R:3:forces:R:3 method="wB97M-V/def2-TZVPD" molar_mass_g_mol=573.6 homo_ev=-10.93 charge=+1 spin_multiplicity=1 energy_ha=-3135.7353 homo_lumo_gap_ev=5.42
C 0.69498 0.61618 3.96695 -0.16 0.72 -0.38
C 1.47465 1.64140 3.00926 1.95 1.63 -0.95
C 0.93575 2.15560 1.62591 2.73 1.22 1.93
C -0.49253 1.59089 1.16798 -1.72 -3.20 -2.12
O -0.61003 0.46094 0.61810 1.25 5.31 2.68
O -1.68941 2.36426 1.34417 3.23 -0.83 0.84
C 1.76808 3.20268 0.77515 1.62 -0.40 3.72
P 1.04637 3.82101 -0.85396 -1.02 -1.62 -0.72
C 2.37207 4.18964 -2.15052 1.57 1.91 0.57
C -0.10393 5.31622 -0.58743 0.87 0.45 0.02
C 3.12667 3.64659 1.41537 -2.20 -1.94 0.61
Cl 4.20983 4.83843 0.58809 -1.66 -1.74 1.40
N 3.60014 3.13872 2.71202 -2.05 -2.15 -0.83
B 4.92435 3.63683 3.31005 2.77 1.17 1.42
N 4.81337 4.39555 4.61824 -1.01 -0.40 -2.10
O 6.20392 3.45806 2.69038 -3.29 1.61 0.23
C 2.84703 2.17844 3.49290 -2.73 -0.43 -2.09
F 3.34168 1.69334 4.73445 -0.83 1.94 -3.79
H 1.27496 0.37070 4.92245 -0.61 0.45 -1.63
H 0.44901 -0.36020 3.40407 0.29 1.70 0.85
H -0.26116 1.16906 4.31081 1.35 -1.13 -0.67
H -1.58685 2.94979 2.13577 -0.06 -0.40 -0.91
H 1.97851 4.28716 -3.22150 0.13 -0.51 1.76
H 2.81197 5.23220 -1.88581 -0.53 -1.65 -0.68
H 3.26184 3.46148 -2.11906 -1.63 0.87 0.00
H -0.89456 5.25910 -1.43026 1.38 0.12 1.52
H 0.53976 6.27054 -0.66342 -1.37 -1.26 0.22
H -0.58543 5.20924 0.44578 0.62 0.26 -1.60
H 4.02457 4.04437 5.18391 0.46 0.31 -0.26
H 4.51006 5.35666 4.33518 0.56 -0.61 0.60
H 6.56390 4.38025 2.58497 0.20 -1.33 0.45
C -5.59354 -0.54022 -4.18394 -0.31 0.34 -0.35
O -4.70533 -0.56647 -3.06965 -0.17 -3.00 -2.17
P -4.89492 -1.96010 -2.07000 1.57 4.78 8.39
O -5.70122 -1.13417 -1.06818 -0.66 -0.74 -1.17
O -3.29501 -1.93848 -1.70205 -0.71 -0.86 -0.42
C -2.65519 -0.71530 -1.37930 0.38 0.46 -0.35
O -5.07964 -3.40283 -1.15984 -0.02 -1.35 -3.79
C -4.96852 -3.32744 0.25176 -0.08 0.47 0.56
H -5.43037 0.38475 -4.73985 0.03 -0.10 0.12
H -5.39717 -1.39024 -4.84026 -0.07 0.19 -0.19
H -6.63152 -0.57346 -3.84066 0.00 0.04 -0.05
H -3.33507 -0.02005 -0.87951 -0.08 -0.11 -0.10
H -2.25957 -0.25974 -2.28949 -0.04 0.14 0.09
H -1.82109 -0.92716 -0.71067 -0.20 -0.31 -0.13
H -5.86854 -2.88322 0.68011 0.14 0.12 -0.11
H -4.08570 -2.75923 0.55252 -0.07 0.03 -0.05
H -4.87656 -4.34522 0.63665 0.05 -0.07 -0.38
C 3.01946 -2.94993 -2.59576 0.32 0.04 -0.41
O 1.69165 -3.42073 -2.38783 1.65 1.97 2.64
P 1.47796 -4.23816 -0.88245 -6.42 -6.70 -3.39
O 1.55711 -5.59350 -1.58416 1.31 0.87 0.62
O -0.07229 -3.70722 -0.79356 0.89 0.15 0.99
C -0.91222 -3.76790 -1.93616 -0.20 0.25 -0.68
O 1.32215 -4.93582 0.67797 2.23 3.34 0.68
C 0.48974 -6.07504 0.82621 -0.32 -0.61 -0.40
H 3.07387 -2.47884 -3.57888 -0.07 -0.08 0.11
H 3.28046 -2.21380 -1.83224 0.15 0.12 -0.18
H 3.72637 -3.78384 -2.55860 0.04 0.05 -0.05
H -0.66623 -4.61924 -2.57687 0.21 0.07 0.10
H -0.82445 -2.83866 -2.50161 -0.07 -0.13 -0.09
H -1.94500 -3.87069 -1.60291 0.23 0.07 0.23
H 0.98420 -6.96110 0.42488 -0.08 0.16 -0.13
H -0.47704 -5.92833 0.34051 0.10 0.00 -0.04
H 0.32367 -6.23375 1.89381 0.16 0.35 0.01

91
Properties=species:S:1:pos:R:3:forces:R:3 method="wB97M-V/def2-TZVPD" molar_mass_g_mol=1221.5 homo_ev="-9.23 / -11.57" charge=+1 e_above_lowest_kj_mol=0.7 spin_multiplicity=5 energy_ha=-12184.8536 homo_lumo_gap_ev="6.27 / 5.41"
Ir 0.43609 -1.03196 -0.27482 0.67 -0.34 1.92
F 1.68197 2.98446 6.34385 -1.28 0.20 -0.93
C 0.55715 3.34657 5.66375 -0.94 -1.40 0.65
F -0.33183 3.82909 6.55984 0.93 0.17 -0.88
F 0.87401 4.19000 4.71174 0.11 0.87 0.21
S -0.29188 1.86660 4.77572 1.74 -1.42 0.15
O 0.79802 1.48011 3.83098 -1.53 0.19 1.22
O -0.65450 0.97214 5.86509 0.66 0.81 -1.27
N -1.61005 2.20982 4.00582 -0.69 0.55 0.55
S -2.07982 3.05773 2.78391 1.45 0.07 -0.68
O -0.99945 3.68194 2.04629 -0.54 0.09 0.43
O -2.99366 2.28627 1.97610 -0.44 0.28 0.52
C -3.04188 4.49954 3.54279 0.41 0.87 1.39
F -4.17772 4.14106 4.22273 1.75 0.37 -1.12
F -3.31397 5.42778 2.63450 -0.60 -0.76 -0.35
F -2.17685 5.14526 4.39188 -0.85 -1.21 -0.19
C 0.17767 0.02122 -3.74895 -0.33 0.43 -0.46
As -0.15712 0.50496 -1.88048 -0.26 1.11 -3.16
C 1.20597 1.87838 -2.05183 -1.36 1.31 0.11
C -2.03434 1.24518 -2.13578 1.26 0.90 -0.14
C -3.21048 0.40517 -1.61105 1.02 -1.68 1.00
C -4.46224 1.25710 -1.61636 0.63 1.00 -0.16
C -2.90524 0.11828 -0.05809 -0.94 -0.43 -0.37
As -1.80953 -1.39576 0.60194 0.27 0.05 -1.07
C -2.29348 -3.28115 0.54247 -1.35 -0.44 -1.93
C -1.72605 -1.17467 2.43941 0.77 -0.13 1.74
C -3.38215 -0.98531 -2.34073 -1.77 0.68 0.04
As -3.49611 -1.10762 -4.35825 -0.01 0.11 0.51
C -5.34209 -1.77443 -4.29898 -0.62 -1.15 0.36
C -2.64061 -2.88963 -4.36524 0.20 -0.46 0.93
H 0.22150 0.97104 -4.35472 -0.18 -1.00 0.61
H -0.60216 -0.63291 -4.12814 -0.03 -0.02 -0.20
H 1.13716 -0.47671 -3.80654 0.16 0.00 -0.05
H 0.68591 2.66557 -2.60708 0.20 0.30 0.22
H 2.08403 1.65538 -2.63967 0.08 -0.78 0.04
H 1.44704 2.22229 -1.06457 0.33 0.46 0.32
H -2.10703 1.42548 -3.23133 0.05 -0.15 0.64
H -1.94165 2.24970 -1.64069 -0.56 -0.85 -0.28
H -4.22726 2.17097 -1.07849 -0.15 0.07 0.54
H -5.24527 0.74003 -1.11972 -0.88 -0.35 0.36
H -4.80663 1.66427 -2.56335 0.11 -0.59 -0.53
H -3.78078 -0.26426 0.48217 -0.64 0.95 -0.36
H -2.56816 1.07127 0.43248 -0.10 -1.19 -0.07
H -3.38803 -3.42534 0.56436 0.42 0.05 0.55
H -1.76072 -3.85976 1.28822 -0.14 0.37 0.47
H -2.02446 -3.74719 -0.41764 0.13 0.39 0.07
H -2.57598 -0.66710 2.93858 0.50 -0.68 -0.12
H -0.84762 -0.56395 2.51775 0.27 1.07 0.54
H -1.29502 -2.12338 2.86650 -1.24 0.70 -0.09
H -4.37217 -1.50020 -2.04556 1.53 0.90 0.01
H -2.59235 -1.65547 -2.07032 0.71 -0.41 0.26
H -5.82329 -1.81531 -5.28268 0.33 -0.10 0.10
H -5.99942 -1.13552 -3.68222 0.51 -0.17 -0.14
H -5.33231 -2.82469 -3.84926 -0.11 1.36 -0.56
H -1.52039 -2.87586 -4.41295 -1.05 0.02 -0.14
H -3.08508 -3.53634 -5.11051 0.26 0.14 -0.68
H -2.95967 -3.40683 -3.43651 0.38 0.38 -0.16
Se 1.10979 -3.26626 0.92206 0.14 0.07 -0.52
C 2.02786 -3.21663 -0.74465 1.54 -0.50 -0.47
C 1.56221 -2.61362 -1.96849 -1.19 -1.67 1.47
C 2.29727 -2.78811 -3.13856 -0.03 0.83 1.18
C 3.61241 -3.26830 -3.06223 -0.75 0.23 0.21
C 4.08162 -3.87247 -1.91835 -1.54 0.37 1.76
C 3.28777 -3.82958 -0.71530 0.52 -0.51 -2.17
H 0.45224 -2.30681 -1.87174 1.32 -0.60 -1.20
H 1.87406 -2.49635 -4.07714 -0.01 0.26 -0.38
H 4.23312 -3.10640 -3.90837 0.43 -0.55 -0.77
H 4.96371 -4.47409 -1.91884 0.70 0.13 0.02
H 3.64353 -4.41986 0.12082 -0.20 0.26 0.17
C 3.63100 3.27091 0.94643 -0.66 0.47 0.05
C 2.46221 2.40535 1.44283 -1.43 0.25 0.40
Sb 2.44147 0.21053 1.04535 0.65 1.41 0.65
C 3.50605 -0.57855 2.85170 -0.82 0.37 -0.96
C 2.60081 -1.42970 3.67690 -2.35 0.70 0.36
C 3.93044 0.34071 -0.50053 0.22 -0.07 -0.23
C 5.36092 0.30032 0.03443 0.50 0.95 -0.34
H 3.83700 4.09158 1.68248 -0.53 -0.52 -0.72
H 3.39593 3.70065 -0.04962 0.35 -0.14 0.61
H 4.55791 2.73734 0.90280 0.58 -0.40 -0.24
H 1.44958 2.86761 1.16330 1.37 -0.83 0.49
H 2.46362 2.32837 2.53577 -0.15 0.24 -0.21
H 3.88895 0.30526 3.32925 0.00 0.40 0.34
H 4.30588 -1.13853 2.47169 1.39 -0.68 -0.69
H 1.72246 -0.75856 3.93154 0.66 -1.09 0.01
H 2.97242 -1.83769 4.61482 0.48 0.25 -0.03
H 2.22734 -2.29497 3.10234 0.11 0.31 0.20
H 3.82961 1.34158 -0.94855 -0.53 -0.47 0.10
H 3.70567 -0.42428 -1.25687 0.27 0.24 0.09
H 5.44136 0.66343 1.05222 -0.11 0.30 0.25
H 5.99371 0.99435 -0.57996 -0.34 -0.85 0.47
H 5.81003 -0.67054 0.08612 0.18 -0.68 -0.35

19
Properties=species:S:1:pos:R:3:forces:R:3 method="wB97M-V/def2-TZVPD" molar_mass_g_mol=91.2 homo_ev=-9.20 charge=0 e_above_lowest_kj_mol=84.0 spin_multiplicity=1 energy_ha=-286.3196 homo_lumo_gap_ev=10.15
C 1.25296 2.46471 -1.55997 0.31 -0.29 0.30
C 1.67942 1.19275 -2.31515 -0.79 -1.04 1.47
N 0.49490 0.26744 -2.44077 1.05 0.84 0.19
H 0.66163 2.31154 -0.62737 0.79 -0.63 -0.43
H 2.16553 3.02090 -1.30344 -0.45 0.29 -0.11
H 0.53371 3.03369 -2.12516 0.16 0.50 -0.66
H 2.21464 1.34087 -3.25110 -0.48 0.47 -0.23
H 2.42009 0.63839 -1.71269 0.00 0.44 0.00
H 0.47724 -0.13665 -3.37569 -0.03 -0.48 0.72
H 0.62561 -0.38764 -1.65738 -0.55 -0.11 -1.24
N -1.75078 -1.35337 0.98775 0.45 0.94 0.57
C -1.87788 -1.70143 2.40502 0.72 -3.25 -1.01
N -0.61915 -1.53133 3.13423 -0.22 0.81 -0.28
H -1.06405 -0.58691 0.98115 -0.43 -0.39 -0.65
H -1.38577 -2.12129 0.43935 0.24 0.11 0.17
H -2.76067 -1.19431 2.76797 -0.12 0.10 0.58
H -1.97234 -2.84877 2.40933 -0.77 1.66 0.27
H -0.41433 -0.53587 3.15800 0.21 -0.07 0.36
H -0.68075 -1.87271 4.08591 -0.08 0.10 0.00

14
Properties=species:S:1:pos:R:3:forces:R:3 method="wB97M-V/def2-TZVPD" molar_mass_g_mol=118.6 homo_ev="-8.69 / -8.69" charge=0 e_above_lowest_kj_mol=360.5 spin_multiplicity=1 energy_ha=-726.2032 homo_lumo_gap_ev="9.61 / 9.61"
C 1.38761 -0.39697 -0.42176 -2.28 0.01 0.52
C 0.09799 -0.25101 0.35100 -1.08 -0.21 -1.13
C 2.08286 1.45340 0.67683 -4.08 -1.64 -1.01
C -1.15955 -0.28696 -0.59521 -0.11 -1.48 2.49
N 2.28950 0.44358 -0.29040 1.64 1.31 0.90
N 0.17742 0.78135 1.25116 2.61 2.35 0.87
Cl 1.90394 3.06168 0.03420 0.49 -0.26 0.31
H 1.29673 -1.31018 -0.95671 1.30 -0.59 -1.22
H 0.17269 -1.14350 0.92280 -0.46 -1.57 0.60
H 2.46376 1.32744 1.66719 0.69 0.23 0.12
H -1.05710 -1.14972 -1.27832 -0.86 -0.13 0.74
H -1.08260 0.49190 -1.24111 0.31 2.76 -1.88
H -2.15311 -0.08437 -0.01346 1.81 -1.18 -1.05
H -0.44955 1.54030 1.03192 0.01 0.38 -0.27